# 1
{"formula": "C4H12O4", "method": "ωB97M-V with the def2-TZVPD basis set", "elements": ["O", "H", "O", "C", "C", "H", "H", "H", "O", "C", "H", "H", "O", "H", "H", "H", "C", "H", "H", "H"], "positions_angstrom": [[-2.175, -1.323, 1.632], [-1.261, 0.320, -1.663], [-0.443, 1.153, 1.784], [0.512, 0.236, -0.945], [1.751, 0.719, -0.990], [3.893, 0.322, -0.820], [-3.732, -0.857, -1.568], [0.348, -0.827, -0.619], [-0.549, 0.931, -1.452], [2.918, -0.010, -0.345], [-0.643, 1.611, 0.977], [3.816, -1.098, 1.342], [-2.989, -0.546, -1.160], [1.960, 1.627, -1.631], [-2.847, -1.026, -0.344], [0.493, 1.192, 1.827], [2.985, -0.900, 0.702], [-1.482, -0.630, 1.695], [-2.342, -1.475, 2.550], [2.055, -1.145, 1.298]], "forces_ev_per_a": [[0.90, 0.74, -0.62], [-0.64, -0.20, 0.15], [-1.23, -0.43, 0.56], [-0.22, -0.98, -0.61], [1.16, -0.37, 0.03], [-1.06, -0.50, 0.80], [-2.96, -1.36, -1.53], [-0.16, 1.22, 0.01], [0.81, -0.17, 0.29], [1.07, 0.07, 0.15], [-0.37, 0.35, -0.74], [1.08, -0.36, -0.66], [3.25, 1.61, 1.08], [-0.19, -1.01, 1.16], [-0.14, -0.27, 0.57], [1.50, -0.07, 0.16], [-2.69, 2.06, -0.17], [-0.32, -0.14, -0.34], [-0.50, -0.42, 0.80], [0.71, 0.22, -1.08]], "molar_mass_g_mol": 124.14, "relative_energy_ev": 2.021, "lumo_energy_ev": 0.69, "e_homo_ev": -8.39, "smiles": "C=C/C=C/O.O.O.O"}

=====

# 2
{"formula": "C4H12O4Tl", "method": "ωB97M-V with the def2-TZVPD basis set", "elements": ["H", "H", "H", "O", "O", "C", "H", "H", "H", "O", "H", "H", "C", "H", "C", "H", "H", "O", "C", "Tl", "H"], "positions_angstrom": [[-4.449, -16.534, -4.741], [-4.912, -12.178, -6.342], [-3.222, -17.739, -6.567], [-6.107, -12.772, -7.973], [-5.361, -15.142, -6.001], [-3.778, -13.176, -8.066], [-2.910, -14.706, -7.493], [-3.387, -16.918, -8.658], [-5.545, -17.188, -5.720], [-4.078, -16.536, -8.111], [-6.744, -12.176, -7.572], [-2.891, -16.050, -6.434], [-4.800, -16.393, -5.763], [-2.785, -12.765, -7.882], [-4.843, -12.310, -7.422], [-4.943, -14.557, -5.364], [-4.665, -11.315, -7.829], [-3.839, -14.507, -7.626], [-3.663, -16.757, -6.737], [-5.745, -15.194, -8.088], [-3.993, -13.220, -9.134]], "forces_ev_per_a": [[0.53, 0.66, 0.09], [0.26, -0.50, 0.11], [-0.62, -0.30, -0.20], [1.02, -1.36, -0.39], [-1.75, -0.48, 2.02], [-0.12, 2.65, -0.25], [0.33, -0.98, -0.19], [-0.11, -0.70, -1.46], [-0.80, 0.09, -0.80], [0.10, -3.07, 0.87], [-1.68, -0.13, 0.14], [0.54, -0.07, -0.56], [0.88, -3.80, 0.78], [-0.06, 0.14, -0.15], [0.86, 0.43, -0.75], [-0.11, 1.25, 0.03], [-0.22, 0.31, -0.13], [2.80, 3.84, 0.41], [-0.01, 0.23, 1.83], [-2.20, 1.13, -1.12], [0.36, 0.66, -0.29]], "molar_mass_g_mol": 328.52, "charge": 3, "relative_energy_ev": 2.961, "lumo_energy_ev": -18.29, "e_homo_ev": -24.13}

=====

# 3
{"formula": "C4H12OS", "method": "ωB97M-V with the def2-TZVPD basis set", "elements": ["O", "S", "H", "H", "H", "C", "H", "H", "H", "H", "H", "H", "H", "C", "C", "C", "H", "H"], "positions_angstrom": [[0.170, -0.833, 3.201], [-0.885, -0.080, -1.041], [-2.054, 1.742, -2.156], [0.153, 1.121, 3.841], [-0.662, 1.185, -3.092], [1.698, -0.961, -0.880], [1.222, -1.686, -0.231], [1.313, 1.025, -1.584], [2.740, -0.736, -0.602], [1.329, 0.686, 2.613], [-0.439, 0.898, 2.196], [1.821, -1.454, -1.856], [-0.630, -0.978, 3.730], [-1.473, 0.858, -2.452], [0.296, 0.566, 2.920], [0.872, 0.323, -0.891], [0.984, 0.754, 0.100], [-2.203, 0.278, -3.032]], "forces_ev_per_a": [[-0.42, -0.04, 0.10], [-0.14, -0.07, -0.17], [0.41, -0.05, 0.16], [0.02, 0.37, 0.15], [0.13, -0.13, -0.12], [0.64, -0.05, -0.73], [0.28, -0.16, 0.37], [-0.51, 0.31, -0.50], [-0.40, -0.14, 0.45], [-0.05, 0.29, -0.37], [0.07, 0.11, -0.42], [-0.51, 0.31, 0.02], [0.36, 0.10, -0.33], [-0.96, 0.61, -0.27], [0.02, -0.84, 0.84], [0.54, -0.68, 0.67], [0.01, 0.26, 0.05], [0.50, -0.21, 0.09]], "molar_mass_g_mol": 108.21, "relative_energy_ev": 1.114, "lumo_energy_ev": 0.93, "e_homo_ev": -8.35, "smiles": "CCSC.CO"}

=====

# 4
{"formula": "C4H12OS", "method": "ωB97M-V with the def2-TZVPD basis set", "elements": ["H", "H", "H", "H", "C", "H", "C", "S", "H", "H", "H", "O", "H", "C", "H", "C", "H", "H"], "positions_angstrom": [[-0.222, 4.382, -1.839], [-0.413, -4.143, 2.728], [-0.181, 4.780, -0.135], [-2.908, -4.215, 0.590], [-1.962, -4.367, 0.063], [-2.217, -4.013, -0.941], [1.488, 3.620, -0.793], [2.833, 4.338, 0.187], [0.121, -4.324, 0.607], [1.044, 2.761, -0.331], [3.643, 3.284, 0.338], [-1.116, -3.764, 2.191], [-1.857, -5.454, -0.024], [0.436, 4.683, -1.025], [1.924, 3.243, -1.711], [-0.776, -3.773, 0.798], [0.807, 5.690, -1.221], [-0.643, -2.726, 0.519]], "forces_ev_per_a": [[0.01, 0.07, -0.05], [0.01, 0.07, -0.20], [-0.10, -0.02, 0.12], [0.33, 0.18, 0.41], [-0.83, -0.85, -0.48], [0.75, 0.25, -0.01], [0.64, 0.10, -0.50], [0.01, 0.30, 0.36], [0.61, -0.29, -0.12], [-0.22, -0.38, 0.61], [-0.14, -0.17, -0.12], [0.22, -0.25, 0.22], [0.02, 0.06, 0.06], [-0.52, 0.06, 0.16], [-0.01, 0.21, -0.36], [-1.34, 0.85, 0.32], [0.32, -0.18, -0.23], [0.23, -0.02, -0.20]], "molar_mass_g_mol": 108.21, "relative_energy_ev": 0.932, "lumo_energy_ev": 0.83, "e_homo_ev": -8.99, "smiles": "CCO.CCS"}

=====

# 5
{"formula": "C4H12OS", "method": "ωB97M-V with the def2-TZVPD basis set", "elements": ["S", "H", "C", "H", "H", "H", "H", "H", "H", "H", "C", "H", "H", "C", "O", "H", "C", "H"], "positions_angstrom": [[0.996, -1.669, 0.525], [-0.655, -2.999, 1.848], [1.131, 1.058, 1.264], [-2.538, 2.042, -4.809], [-1.304, -2.248, 0.418], [1.360, 0.396, -0.724], [0.634, 1.683, 3.249], [1.052, 2.064, 0.849], [-3.232, 3.344, -4.946], [0.399, -0.051, 2.983], [-0.622, -2.092, 1.257], [-0.261, 0.220, -0.191], [-1.007, -1.211, 1.766], [0.316, 0.929, 2.522], [-2.670, 2.747, -5.437], [-0.719, 1.225, 2.333], [0.775, 0.060, 0.131], [2.185, 0.847, 1.472]], "forces_ev_per_a": [[0.47, -0.69, 0.27], [0.51, 0.10, 0.28], [0.41, -0.95, -0.63], [0.24, -0.55, 0.18], [-0.06, -0.12, 0.03], [0.27, -0.71, -0.16], [0.25, -0.21, 0.07], [0.05, 0.07, 0.05], [-0.25, 0.43, -0.01], [-0.13, -0.04, -0.03], [-0.57, 0.84, -1.29], [-0.06, -0.12, 0.10], [0.07, -0.31, 0.45], [-0.17, 0.94, 0.37], [0.01, 0.12, -0.16], [-0.20, -0.49, -0.06], [-0.82, 1.37, 0.38], [0.00, 0.32, 0.16]], "molar_mass_g_mol": 108.21, "relative_energy_ev": 0.521, "lumo_energy_ev": 0.67, "e_homo_ev": -8.48, "smiles": "CCCSC.O"}

=====

# 6
{"formula": "C4H12OS2", "method": "ωB97M-V with the def2-TZVPD basis set", "elements": ["C", "H", "S", "C", "C", "H", "S", "H", "H", "H", "O", "H", "C", "H", "H", "H", "H", "H", "H"], "positions_angstrom": [[-3.479, -0.180, 0.433], [-0.225, -1.891, -1.241], [-1.746, -0.617, 0.676], [2.399, 0.366, -0.479], [0.450, -1.041, -1.312], [-3.785, -0.305, -0.601], [-0.722, 0.356, -0.950], [1.422, -1.413, 0.522], [2.384, -1.797, -0.884], [-0.040, 1.674, 1.629], [0.343, 2.508, 1.871], [0.607, -0.925, -2.387], [1.733, -1.034, -0.451], [-4.097, -0.840, 1.044], [2.318, 0.755, -1.487], [-3.754, 0.804, 0.812], [1.967, 0.911, 0.344], [3.461, 0.250, -0.257], [0.765, 2.421, 2.718]], "forces_ev_per_a": [[-0.50, 0.11, 0.11], [0.47, -0.38, 0.32], [0.42, 0.50, -0.38], [0.34, -1.99, 0.73], [-0.84, 0.70, -0.21], [0.08, 0.07, -0.08], [-0.33, -0.73, 0.89], [0.36, 0.35, 0.32], [0.10, 0.02, 0.04], [-0.30, -0.74, -0.03], [0.13, 1.00, -0.45], [0.49, 0.12, 0.05], [-0.87, -0.17, -1.20], [0.33, -0.40, -0.03], [-0.25, 0.60, 0.13], [0.41, 0.23, -0.31], [-0.20, 0.95, -0.37], [0.05, 0.06, -0.01], [0.12, -0.29, 0.46]], "molar_mass_g_mol": 140.27, "relative_energy_ev": 0.542, "lumo_energy_ev": 0.54, "e_homo_ev": -8.31, "smiles": "CCCSSC.O"}

=====

# 7
{"formula": "C4H12OS2", "method": "ωB97M-V with the def2-TZVPD basis set", "elements": ["C", "H", "H", "H", "C", "S", "H", "H", "C", "H", "H", "C", "H", "H", "H", "H", "H", "S", "O"], "positions_angstrom": [[-0.667, -2.699, -1.494], [-0.590, -0.533, -1.599], [0.163, 1.168, 0.466], [-0.083, -3.506, -1.085], [0.044, 1.275, 2.782], [-0.179, -1.623, 0.775], [-0.553, 0.428, 3.073], [-0.716, -2.756, -2.601], [0.724, 1.101, 1.377], [0.175, 2.486, -2.883], [0.851, 1.411, 3.565], [-0.073, -1.425, -1.074], [1.545, 1.919, 1.235], [-1.660, -2.749, -1.121], [-0.901, 2.451, -1.775], [0.955, -1.429, -1.475], [-0.545, 2.220, 2.733], [1.482, -0.555, 1.036], [0.027, 2.816, -1.936]], "forces_ev_per_a": [[-0.46, -0.63, -2.17], [0.55, -1.11, 1.47], [-1.14, 0.59, 0.05], [0.08, -0.51, -0.08], [1.45, 1.09, -0.79], [0.31, 0.81, -1.48], [-0.40, -0.21, -0.09], [0.01, -0.27, 0.50], [1.95, 0.80, 0.55], [-0.07, 0.81, 1.99], [-0.87, -0.17, -0.92], [-0.37, 0.85, -0.82], [-1.19, -1.59, 0.36], [-1.11, -0.45, 0.25], [1.82, 0.85, -0.09], [-0.17, 0.35, 0.97], [0.19, -0.77, 0.27], [1.19, 1.24, 1.92], [-1.77, -1.68, -1.88]], "molar_mass_g_mol": 140.27, "relative_energy_ev": 1.199, "lumo_energy_ev": 0.49, "e_homo_ev": -8.54, "smiles": "CCSSCC.O"}

=====

# 8
{"formula": "C4H12P2", "method": "ωB97M-V with the def2-TZVPD basis set", "elements": ["C", "H", "H", "H", "H", "H", "C", "P", "H", "C", "H", "C", "H", "H", "H", "H", "H", "P"], "positions_angstrom": [[-0.490, 0.490, -1.497], [-0.146, 0.901, 1.832], [3.080, 0.007, 0.992], [3.317, -0.453, -0.987], [-1.138, 1.259, -1.822], [0.317, 1.839, 0.642], [-0.568, 0.093, -0.031], [2.628, 0.460, -0.192], [-0.773, -0.422, -2.026], [-1.574, -1.005, 0.165], [-1.412, -1.673, -0.661], [-0.516, 1.203, 0.954], [-2.555, -0.615, 0.197], [-1.416, 1.732, 1.150], [-1.292, -1.445, 1.125], [1.002, -2.121, 1.959], [0.485, 0.797, -1.673], [1.049, -1.047, -0.128]], "forces_ev_per_a": [[-1.41, -1.41, 0.73], [0.96, -1.67, 3.73], [0.97, -0.42, 1.40], [0.71, -0.09, -0.10], [-0.94, 1.03, -0.07], [-0.50, 0.73, -0.27], [1.42, -1.53, -0.70], [-0.72, 0.60, -0.91], [0.42, 0.31, -0.60], [0.97, 0.43, 1.05], [-0.47, -0.77, -0.05], [0.83, 0.93, -2.60], [-1.34, 0.21, -0.03], [-0.90, 0.61, -0.32], [-0.61, -0.50, -0.09], [0.16, 1.59, -2.39], [1.84, 0.71, -1.06], [-1.37, -0.75, 2.29]], "molar_mass_g_mol": 122.09, "relative_energy_ev": 4.006, "lumo_energy_ev": [-0.66, -0.64], "e_homo_ev": [-8.66, -8.62]}